No. 1
Here is C7H17ClI2N2OPRuS as an isolated structure in a non-equilibrium geometry from the OMol25 dataset. Energies are from wB97M-V/def2-TZVPD.

```
33
Properties=species:S:1:pos:R:3:forces:R:3:mulliken_charge:R:1
H 2.057251 -3.496264 -3.526466 -0.2 0.3 0.2 0.405
C -2.722854 0.417157 3.947263 -0.4 0.4 0.9 -0.930
C -2.023853 0.865739 1.640297 -0.3 0.4 1.6 0.492
C -1.587602 2.946668 2.961952 -0.5 0.2 0.2 -0.941
C 1.416791 -3.159876 -2.696882 -0.8 0.3 0.3 -1.006
H 0.382800 -3.497023 -2.824255 0.4 -0.3 -0.1 0.395
H -2.012732 -0.938060 2.511108 0.1 0.2 0.0 0.305
P 1.380984 -1.326432 -2.618369 3.3 -1.5 -2.1 0.855
H -3.083327 1.439374 3.872508 -0.1 -0.2 0.0 0.363
H 0.177414 -0.617689 -4.547965 0.2 0.1 -0.4 0.403
H 1.827326 -3.532119 -1.744949 -0.2 0.1 -0.3 0.354
C 3.165598 -1.031246 -2.313564 -0.6 0.4 0.7 -1.258
H -3.600563 -0.217525 4.100346 0.3 -0.1 -0.2 0.337
I 2.023722 2.744555 2.031859 0.4 0.7 0.1 0.441
N -2.005513 0.056888 2.724252 -0.1 0.0 -1.1 -0.089
H 3.464272 -1.518288 -1.384669 0.2 0.0 -0.1 0.403
H -2.451752 3.405623 3.465822 0.6 0.0 0.1 0.371
H -0.901025 3.708107 2.598644 -0.3 0.2 0.0 0.283
O 2.064914 0.191086 0.278402 -4.0 -1.0 -1.9 -0.354
H -2.090288 0.350807 4.832241 0.1 -0.1 -0.1 0.326
Cl -1.641380 -1.704213 -2.861357 0.4 0.6 0.8 -0.188
C 1.045918 -0.065154 -0.259916 6.5 1.6 3.2 0.578
C 1.228447 -0.562665 -4.264777 -0.7 0.2 0.3 -1.008
H 1.543659 0.484616 -4.176305 -0.1 -0.2 -0.1 0.361
I 1.319765 0.773495 3.465798 0.2 -0.4 0.4 0.457
N -2.086365 2.187815 1.807017 0.8 -0.9 -1.1 -0.102
Ru -0.337350 -0.617027 -1.259565 -5.1 -0.7 -1.0 0.096
H -1.014431 2.301400 3.637447 -0.5 0.2 -0.1 0.291
H 1.866424 -1.070050 -4.998530 -0.1 0.0 0.3 0.399
H 3.342928 0.041244 -2.237567 0.2 0.0 0.0 0.409
H -2.243405 2.698121 0.936214 0.0 0.0 0.4 0.285
S -2.245876 0.187202 0.057016 0.7 -0.6 -0.9 -0.174
H 3.740105 -1.446265 -3.153047 -0.3 0.1 0.1 0.443
```
Positions in Å, forces in eV/Å.

Results
Total charge: +3
⟨S²⟩: 6.030
Multiplicity: 5
HOMO-LUMO gap (alpha / beta) (hartree): 0.2853 / 0.1959
LUMO level (alpha / beta) (eV): -11.90 / -14.35

=====

No. 2
Here is C7H17ClN3O3 as an isolated structure in a non-equilibrium geometry from the OMol25 dataset. Energies are from wB97M-V/def2-TZVPD.

```
31
Properties=species:S:1:pos:R:3:forces:R:3:mulliken_charge:R:1
Cl -4.631235 0.625686 0.543291 -0.6 -0.7 0.5 -0.665
O 1.422659 2.716771 0.340052 -0.9 1.8 0.2 -0.457
H -1.223098 0.474583 -2.144806 -0.9 -0.9 -0.8 0.271
H 3.808031 2.959205 -0.012302 -0.9 0.9 0.1 0.230
O -2.515460 2.208094 -0.306926 2.2 0.1 -0.7 -0.412
H -0.368444 1.974641 -2.060157 0.9 2.9 -0.5 0.355
C -3.648418 2.555655 -0.106098 -1.6 1.5 1.2 -0.281
H -3.931126 3.181560 0.809064 0.3 -0.8 -0.5 0.221
H -0.557319 -1.451265 -0.621395 -0.6 0.2 -0.4 0.305
C -0.442744 1.028926 -1.690955 -0.2 -4.1 2.4 -0.581
N 3.451773 2.003665 -0.041895 1.4 -0.8 0.0 -0.892
H 0.017177 -0.724114 2.064432 -0.9 0.9 -0.2 0.293
H 0.023074 -2.836742 1.068185 -1.9 -0.8 0.8 0.419
C -0.749501 -0.468566 1.277426 1.7 -0.1 -0.3 -0.780
C 0.052801 -0.740465 -0.049460 -2.3 -1.0 -0.9 -0.225
C 1.333779 -1.517263 0.181381 1.3 1.0 -1.2 0.687
N 0.183557 0.541610 -0.695001 0.5 1.4 -0.9 0.030
H 1.335695 -2.325347 -1.781875 0.3 0.9 -0.4 0.364
H -0.952015 0.626404 1.124618 -0.6 -1.0 1.2 0.324
H -2.656599 -0.871946 1.277638 -0.3 0.2 -0.2 0.180
H 2.838294 -2.582463 -1.076129 0.1 0.8 0.4 0.386
O -1.841742 -1.341114 1.504686 0.3 0.6 -0.2 -0.476
C 1.050490 -2.846094 0.935761 3.1 1.8 0.5 -1.441
H 1.677111 -2.965141 1.872894 -1.1 0.3 -0.8 0.222
H 1.395592 -3.610975 0.278666 -0.2 -0.9 -0.4 0.466
H -4.411306 2.688621 -0.881667 0.0 -0.2 -0.4 0.221
H 2.503934 -0.848038 -1.579134 -0.5 -0.8 0.0 0.283
N 2.283589 1.733671 0.132268 0.5 -1.3 0.1 0.685
C 2.075829 -1.779268 -1.148675 -0.8 -1.2 -0.4 -1.546
H 0.517493 2.309294 0.251398 0.9 -0.4 0.0 0.440
H 1.958143 -0.719572 0.534708 0.7 -0.2 1.8 0.373
```
Positions in Å, forces in eV/Å.

Results
Total charge: -1
HOMO-LUMO gap (hartree): 0.3049
LUMO level (eV): 3.39

=====

Short version: E = -63961.7981 -30666.8821 eV, in the order given.
Short version: ΔE to the lowest compared entry with this formula, charge and spin = 0.0 1.4 kcal/mol, in the order given.